# 1
# C3H4FeO2

A structure of composition C3H4FeO2 at a distorted geometry (ωB97M-V/def2-TZVPD, OMol25).

Geometry as XYZ:
```
10
Properties=species:S:1:pos:R:3:forces:R:3:lowdin_charge:R:1
C -2.254 -0.628 1.072 1.0 -0.4 1.1 -0.1550
C -1.613 0.093 0.149 -2.0 3.0 -2.1 -0.1351
O -1.854 1.542 0.135 0.0 -2.5 2.9 -0.1210
C -2.284 2.142 -0.940 -0.5 0.5 -1.5 -0.1377
O -3.129 3.068 -0.515 1.0 -0.2 0.4 0.0724
H -1.925 -1.677 1.032 -0.6 0.1 0.2 0.0607
H -1.354 -0.219 -0.869 0.6 -0.3 0.5 0.1393
H -3.247 3.729 -1.207 -0.3 -0.1 -0.4 0.1166
Fe -2.898 0.253 2.789 1.6 0.1 -1.3 1.1318
H -1.386 0.889 3.358 -0.9 -0.2 0.0 0.0280
```
Positions in Å, forces in eV/Å.

Output
Net charge = +1
Relative energy (zero: lowest compared OMol25 entry of this formula, charge and spin) = 97.2 kcal per mole
Spin multiplicity = 6
HOMO (spin up / spin down) = -0.4798 / -0.4716 hartree

---

# 2
# CH5IN2O

A cluster of 2 separate species, CH5IN2O in total at a distorted geometry (ωB97M-V/def2-TZVPD, OMol25).

Geometry as XYZ:
```
10
Properties=species:S:1:pos:R:3:forces:R:3:lowdin_charge:R:1
C -0.554 -1.681 -0.064 -3.0 2.3 0.0 -0.1476
N -1.151 -0.633 -0.504 1.7 -0.8 -0.9 -0.6525
N 0.963 1.390 -0.420 -2.3 -0.4 -2.0 -0.0946
O 1.343 0.796 0.779 1.7 0.1 1.9 -0.1952
I -2.778 0.274 0.182 -0.6 -0.1 0.7 0.7591
H -1.024 -2.200 0.763 0.7 -0.7 0.2 0.0623
H 0.289 -1.892 -0.674 0.9 -0.9 0.1 0.0705
H 0.412 2.260 -0.243 0.7 -0.7 0.4 0.0709
H 2.312 0.990 0.903 -1.5 -0.2 -0.5 0.1022
H 0.188 0.698 -0.722 1.6 1.5 0.1 0.0249
```
Positions in Å, forces in eV/Å.

Output
SMILES = C=NI.NO
Relative energy (zero: lowest compared OMol25 entry of this formula, charge and spin) = 14.2 kcal per mole
HOMO = -0.3364 hartree

---

# 3
# C5H14P4

A cluster of 2 separate species, C5H14P4 in total at a distorted geometry (ωB97M-V/def2-TZVPD, OMol25).

Geometry as XYZ:
```
23
Properties=species:S:1:pos:R:3:forces:R:3:lowdin_charge:R:1
C 2.014 -1.093 -0.070 1.5 -0.5 0.5 -0.2309
C 1.506 -0.562 1.209 0.1 -0.3 1.6 -0.2522
C 0.462 -0.206 -1.767 -2.7 4.2 -1.1 -0.1595
C 0.866 -1.388 -0.985 -0.5 0.1 0.3 -0.3176
C 0.700 -1.223 2.031 -1.4 0.9 1.2 -0.0787
P -2.231 2.752 -1.126 -0.7 0.0 0.8 0.4795
P -2.620 -0.552 0.880 2.4 2.6 -2.4 0.3818
P -0.825 2.307 0.553 1.1 0.4 -1.2 0.1660
P -1.925 1.114 1.938 -1.6 -1.1 0.3 0.1498
H 2.652 -0.269 -0.486 -0.1 -1.2 0.0 0.1185
H 1.914 0.377 1.532 0.1 0.4 0.3 0.0833
H -0.439 -0.252 -2.553 2.2 -0.5 1.5 0.1138
H 1.328 0.302 -2.205 0.0 -0.5 -0.6 0.0637
H 0.093 0.736 -1.139 0.7 -2.3 -0.6 -0.0090
H 1.172 -2.164 -1.607 0.3 -1.4 -1.5 0.0857
H 0.025 -1.737 -0.413 -0.4 -0.4 0.3 0.0612
H 0.145 -2.113 1.732 0.5 -0.1 0.0 0.0464
H 0.308 -0.794 3.014 0.9 -0.5 -1.4 0.0588
H -2.010 1.413 -1.292 -0.7 -1.3 -0.5 -0.2642
H -1.399 2.926 -2.222 0.9 0.4 -0.2 -0.1768
H -3.484 -1.096 1.706 -1.4 -0.8 2.5 -0.2922
H 2.622 -2.063 0.175 -0.8 1.9 -0.7 0.1514
H -0.874 3.587 1.094 -0.2 0.1 0.9 -0.1789
```
Positions in Å, forces in eV/Å.

Output
Relative energy (zero: lowest compared OMol25 entry of this formula, charge and spin) = 41.3 kcal per mole
HOMO = -0.3032 hartree

---

# 4
# C6H5N3O3S

A structure of composition C6H5N3O3S at a distorted geometry (ωB97M-V/def2-TZVPD, OMol25).

Geometry as XYZ:
```
18
Properties=species:S:1:pos:R:3:forces:R:3:lowdin_charge:R:1
C -0.571 -0.503 -0.872 2.8 -0.6 2.0 -0.0850
C -0.990 0.722 -0.484 -1.1 2.6 1.8 -0.1145
C 0.564 -1.039 -0.153 0.8 -0.7 -1.1 -0.0370
C -0.483 1.385 0.659 0.6 0.4 -0.9 -0.0366
C 1.136 -0.379 0.955 -0.1 -0.3 -1.2 -0.0646
C 0.638 0.833 1.348 -3.4 1.0 -2.6 -0.4367
N -1.422 2.329 3.390 -0.9 0.9 -0.6 -0.2154
N -1.785 3.258 2.881 0.6 -1.0 0.9 0.3065
N 1.151 1.557 2.386 0.7 -0.6 3.8 -0.0928
O -1.110 1.295 3.904 -1.0 0.3 0.2 0.0105
O 1.447 1.380 4.889 0.1 0.3 0.4 -0.2478
O 0.770 -0.662 3.696 -0.4 -0.4 0.2 -0.2358
S 1.032 0.728 3.707 1.6 1.5 -1.6 0.7190
H -1.023 -0.980 -1.680 -0.3 -0.9 -1.2 0.0798
H -1.773 1.339 -0.947 0.2 -0.9 -0.3 0.1089
H 1.158 -1.908 -0.615 -1.3 1.1 1.0 0.1260
H -0.917 2.423 0.833 1.0 -1.6 0.1 0.1004
H 2.005 -0.608 1.573 0.0 -1.0 -0.9 0.1152
```
Positions in Å, forces in eV/Å.

Output
Relative energy (zero: lowest compared OMol25 entry of this formula, charge and spin) = 135.0 kcal per mole
HOMO = -0.3336 hartree

---

# 5
# C12H17N

A cluster of 2 separate species, C12H17N in total at a distorted geometry (ωB97M-V/def2-TZVPD, OMol25).

Geometry as XYZ:
```
30
Properties=species:S:1:pos:R:3:forces:R:3:lowdin_charge:R:1
C 1.951 -0.348 2.158 -0.5 0.0 0.0 -0.0435
C 0.614 -0.670 -1.327 0.0 -0.2 0.1 -0.2373
C 1.087 0.148 -0.292 0.2 0.4 0.1 -0.1575
C 1.202 -0.664 0.894 0.3 -0.2 -0.1 -0.2297
C 0.780 -1.907 0.534 0.2 -0.3 0.0 -0.0735
C 0.430 -0.235 -2.645 0.0 -0.2 0.7 -0.0200
C 0.819 1.061 -2.922 0.1 -0.4 -0.1 -0.0976
C 1.391 1.485 -0.595 0.1 0.0 0.0 -0.0293
C 1.279 1.908 -1.899 0.0 0.2 -0.5 -0.1058
N 0.467 -1.944 -0.810 -0.5 0.4 -0.4 0.0699
H -0.087 -2.636 -1.290 0.2 -0.1 0.3 0.1495
H -0.005 -0.958 -3.324 0.2 0.3 -0.5 0.1073
H 0.841 -2.826 1.101 -0.2 0.1 0.0 0.1235
H 0.880 1.408 -3.945 -0.4 0.1 0.0 0.0966
H 1.747 2.190 0.145 0.0 -0.1 0.2 0.1069
H 1.971 0.719 2.359 0.0 0.2 0.0 0.0673
H 2.979 -0.707 2.094 0.0 0.1 0.1 0.0801
H 1.554 2.918 -2.197 0.0 -0.1 0.3 0.0992
H 1.461 -0.816 3.016 0.2 0.0 0.0 0.0759
C -3.096 -0.174 1.734 -0.3 0.6 1.1 -0.3057
C -2.372 0.227 0.449 0.0 -0.2 0.3 -0.1051
C -2.826 0.810 2.890 0.5 0.5 -0.5 -0.1318
H -4.184 -0.180 1.615 0.1 -0.1 -0.3 0.0927
H -2.847 -1.166 2.094 0.3 -0.3 -0.2 0.0871
H -1.597 0.976 0.630 -0.2 0.0 0.1 0.0664
H -3.153 0.460 3.867 -0.4 0.1 -0.1 0.0619
H -1.758 1.021 2.998 0.1 -0.3 -0.1 0.0582
H -3.093 0.636 -0.254 0.2 0.0 -0.3 0.0703
H -1.839 -0.627 0.031 -0.2 0.0 -0.3 0.0510
H -3.241 1.795 2.635 -0.2 -0.2 0.3 0.0729
```
Positions in Å, forces in eV/Å.

Output
SMILES = Cc1c[nH]c2ccccc12.CCC
Relative energy (zero: lowest compared OMol25 entry of this formula, charge and spin) = 9.9 kcal per mole
HOMO = -0.2899 hartree

---

# 6
# C39H34GdN5O6PS2

A structure of composition C39H34GdN5O6PS2 at a distorted geometry (ωB97M-V/def2-TZVPD, OMol25).

Geometry as XYZ:
```
88
Properties=species:S:1:pos:R:3:forces:R:3:lowdin_charge:R:1
Gd -0.529 0.894 -1.029 2.8 -0.6 -0.5 1.3956
O -2.576 0.027 -0.915 -1.3 -0.3 0.1 -0.1497
C -2.979 1.213 -0.770 -0.4 0.4 -0.3 -0.6679
O -2.321 2.182 -1.287 -1.3 0.2 0.2 -0.1179
C -3.991 1.512 0.284 0.0 0.0 0.1 -0.1460
C -5.299 1.907 0.062 0.0 -0.1 0.0 -0.0025
C -6.094 2.222 1.155 0.0 0.0 0.0 -0.0534
C -5.570 2.176 2.440 0.0 0.0 0.0 -0.0556
C -4.249 1.802 2.649 0.0 0.1 0.1 -0.0689
C -3.447 1.441 1.572 0.0 -0.1 -0.2 -0.2524
P -1.646 1.077 1.669 -0.4 0.6 0.8 1.1388
C -1.076 2.487 2.673 0.1 -0.1 0.0 -0.3427
C -0.883 2.397 4.046 0.1 0.0 0.1 -0.0776
C -0.462 3.509 4.770 0.0 -0.1 0.0 -0.0686
C -0.236 4.714 4.125 0.0 0.0 0.0 -0.0716
C -0.432 4.812 2.751 0.0 0.0 0.0 -0.0640
C -0.844 3.704 2.030 0.0 0.1 0.1 -0.0853
C -1.403 -0.388 2.708 0.2 -0.2 -0.2 -0.3406
C -2.318 -0.857 3.646 -0.1 -0.1 0.0 -0.0751
C -2.025 -1.983 4.404 0.0 0.0 0.0 -0.0639
C -0.820 -2.652 4.229 0.0 0.0 0.0 -0.0686
C 0.091 -2.203 3.282 0.0 0.0 0.0 -0.0675
C -0.201 -1.080 2.519 -0.1 0.0 0.1 -0.0983
H -5.694 1.965 -0.945 0.0 0.0 0.1 0.1262
H -7.122 2.525 1.000 0.0 0.0 0.0 0.1126
H -6.190 2.449 3.286 0.0 0.0 0.0 0.1122
H -3.839 1.827 3.652 0.0 0.0 0.0 0.1090
H -1.047 1.455 4.558 0.0 0.0 0.0 0.1027
H -0.310 3.429 5.840 0.0 0.0 0.0 0.1086
H 0.097 5.577 4.689 0.0 0.0 0.0 0.1088
H -0.258 5.754 2.245 0.0 -0.1 0.0 0.1092
H -0.996 3.790 0.962 0.0 0.0 -0.1 0.1039
H -3.270 -0.360 3.780 0.0 0.0 0.0 0.0961
H -2.742 -2.339 5.134 0.0 0.0 0.0 0.1107
H -0.596 -3.528 4.827 0.0 0.0 0.0 0.1095
H 1.028 -2.729 3.135 0.0 0.0 0.0 0.1073
H 0.509 -0.734 1.778 0.1 0.0 -0.1 0.0634
O 1.347 2.075 -1.974 0.5 0.1 -0.3 -0.1432
C 2.548 2.075 -1.666 -0.2 0.1 0.0 -0.1737
C 3.087 1.774 -0.379 0.0 0.0 -0.2 -0.1576
C 4.481 1.722 -0.246 0.0 0.1 -0.2 0.0565
C 5.024 1.374 0.951 0.2 0.2 0.3 -0.1406
C 4.213 1.089 2.061 0.1 0.0 0.1 0.0294
C 2.851 1.149 1.954 0.0 0.0 0.1 0.0212
C 2.234 1.476 0.721 -0.2 0.1 -0.1 -0.3869
O 0.952 1.486 0.605 0.3 0.0 0.4 -0.2998
N 6.487 1.280 1.081 -0.2 -1.1 -0.4 -0.3557
O 7.161 1.549 0.106 0.0 0.4 0.1 0.0766
O 6.922 0.788 2.103 0.0 0.4 0.2 0.0779
H 3.282 2.317 -2.447 0.0 0.1 0.0 0.1440
H 5.128 1.944 -1.087 0.0 0.0 0.0 0.1349
H 4.690 0.827 2.996 0.0 0.0 0.0 0.1256
H 2.210 0.946 2.803 0.0 0.0 0.0 0.1201
C -0.617 0.397 -7.881 0.0 -0.1 0.0 0.0055
C -0.639 0.711 -6.422 0.0 -0.3 -0.1 -0.2528
C -0.541 1.955 -5.888 0.0 0.2 -0.1 0.0338
C -0.590 2.089 -4.488 -0.1 0.0 0.3 -0.2640
N -0.690 1.043 -3.678 -0.1 0.1 -0.3 0.0227
C -0.802 -0.212 -4.196 0.0 0.2 0.1 -0.8029
S -0.969 -1.564 -3.245 -0.1 0.1 -0.2 0.6788
N -0.778 -0.328 -5.564 0.0 0.0 -0.1 0.1085
C -0.531 3.460 -3.891 0.1 -0.1 -0.1 -0.0042
H -0.532 1.307 -8.466 0.0 0.0 0.0 0.0910
H -1.531 -0.125 -8.172 0.0 0.0 0.0 0.1007
H 0.230 -0.252 -8.115 0.0 0.0 0.0 0.1009
H -0.441 2.822 -6.525 0.0 0.0 0.0 0.1298
H -0.873 -1.270 -5.918 0.0 0.0 0.0 0.1459
H 0.511 3.731 -3.719 0.0 0.0 0.0 0.0944
H -1.052 3.493 -2.941 -0.1 0.0 0.1 0.0670
H -0.969 4.190 -4.569 0.0 0.0 0.0 0.0949
N -0.037 -3.151 -0.482 0.0 0.1 -0.1 0.1380
C 1.212 -2.731 -0.685 -0.1 0.0 0.1 -0.8214
S 1.596 -1.107 -1.011 0.3 -0.6 0.2 0.6995
N 2.197 -3.639 -0.570 0.0 0.0 -0.1 0.0608
C 2.032 -5.039 -0.320 0.1 0.1 -0.1 -0.2480
C 2.719 -5.618 0.738 0.0 0.0 0.1 -0.0181
C 2.600 -6.981 0.968 0.0 0.0 0.0 -0.0656
C 1.787 -7.761 0.153 0.1 0.0 0.1 -0.0726
C 1.105 -7.176 -0.903 0.0 0.0 0.0 -0.0660
C 1.234 -5.816 -1.152 0.0 0.0 -0.1 -0.0403
H -0.795 -2.511 -0.637 -0.1 0.0 0.0 0.0608
H -0.245 -4.118 -0.297 0.0 0.0 0.0 0.1086
H 3.130 -3.261 -0.600 0.1 0.0 0.0 0.1349
H 3.341 -5.000 1.377 0.0 0.0 0.0 0.1189
H 3.139 -7.433 1.790 0.0 0.0 0.0 0.1107
H 1.696 -8.824 0.335 0.0 0.0 0.0 0.1100
H 0.483 -7.782 -1.551 0.0 0.0 0.0 0.1117
H 0.744 -5.367 -2.010 0.0 0.0 0.1 0.1229
```
Positions in Å, forces in eV/Å.

Output
Net charge = +1
Relative energy (zero: lowest compared OMol25 entry of this formula, charge and spin) = 5.3 kcal per mole
Spin multiplicity = 8
HOMO (spin up / spin down) = -0.3867 / -0.3870 hartree